Record 1
{"formula": "C5H9N2P", "method": "the ωB97M-V functional and the def2-TZVPD basis", "species": ["P", "N", "N", "C", "C", "C", "C", "C", "H", "H", "H", "H", "H", "H", "H", "H", "H"], "positions_angstrom": [[0.853, 0.639, 0.064], [-2.371, -0.372, 1.301], [2.412, -0.106, 0.248], [3.392, 0.553, 0.784], [0.357, -2.046, -0.562], [0.001, -0.673, -0.528], [-2.541, 1.643, -0.280], [-2.388, 0.539, 0.607], [-3.529, 2.001, -0.467], [-2.024, 1.528, -1.306], [3.038, 1.344, 1.463], [-0.296, -2.516, 0.195], [1.445, -2.200, -0.243], [0.282, -2.470, -1.587], [4.294, 0.051, 0.995], [-1.968, 2.502, 0.217], [-0.957, -0.415, -0.898]], "atomic_forces_ev_per_a": [[0.3, -0.5, -0.4], [0.0, -0.1, 0.3], [1.7, 0.6, -0.3], [-4.3, -0.9, 1.2], [2.3, -2.3, 0.2], [0.9, 2.7, 0.1], [2.9, 2.5, -1.2], [-1.1, -0.8, 0.2], [-0.9, -0.2, 0.2], [-0.8, -0.2, 1.7], [1.0, 0.8, -0.5], [0.1, -0.5, -0.6], [-1.5, 0.2, -0.3], [-0.4, -0.1, 0.7], [1.4, -0.3, -0.3], [-0.8, -0.9, -0.8], [-0.8, 0.0, -0.2]], "orbital_gap_ev": 8.8, "lumo_energy_ev": 0.2, "smiles": "C=N/P=C\\C.CC#N", "spin_multiplicity": 1, "molar_mass_g_mol": 128.12, "e_above_lowest_kcal_mol": 49.1}

=====

Record 2
{"formula": "C8H14I2MoN3O3S", "method": "the ωB97M-V functional and the def2-TZVPD basis", "species": ["I", "I", "Mo", "S", "O", "O", "O", "N", "N", "N", "C", "C", "C", "C", "C", "C", "C", "C", "H", "H", "H", "H", "H", "H", "H", "H", "H", "H", "H", "H", "H", "H"], "positions_angstrom": [[2.201, -0.917, 1.059], [0.140, 1.381, 2.489], [-0.272, -0.355, 0.246], [-0.250, -3.842, -2.789], [-1.293, -1.578, 1.501], [-0.288, 0.919, -0.878], [-1.244, 2.534, -2.421], [1.024, 2.083, -2.650], [-0.498, -1.867, -1.224], [2.095, 1.363, -2.114], [-1.445, -3.228, 3.175], [-0.215, 2.068, -2.215], [-1.668, -2.895, -2.909], [0.318, -2.862, -1.551], [-2.010, -2.110, 2.396], [-1.644, -1.893, -2.003], [-3.372, -1.613, 2.637], [2.130, 0.608, 2.560], [-0.398, -3.050, 3.421], [-1.477, -4.111, 2.522], [-2.440, -3.124, -3.627], [2.528, 0.840, -2.870], [-3.271, -0.840, 3.416], [-2.419, -1.153, -1.860], [-2.031, -3.445, 4.064], [2.779, 2.029, -1.763], [-4.017, -2.384, 3.055], [1.167, 2.739, -3.417], [-3.812, -1.151, 1.755], [2.335, 0.164, 3.529], [1.263, -3.045, -1.062], [2.840, 1.387, 2.302]], "atomic_forces_ev_per_a": [[0.4, 0.1, -0.1], [0.0, -0.1, 0.0], [-0.5, 0.2, 0.1], [0.0, 0.0, 0.1], [0.1, 0.3, -0.2], [0.5, -0.6, 0.4], [0.1, -0.2, 0.2], [-0.1, -0.1, 0.2], [-0.1, -0.2, 0.1], [0.0, 0.0, 0.1], [0.1, 0.1, 0.0], [-0.2, 0.6, -0.7], [0.0, 0.0, 0.0], [0.0, 0.0, -0.1], [-0.1, 0.0, -0.1], [0.0, 0.0, 0.0], [0.0, 0.0, -0.1], [0.0, 0.0, 0.0], [0.0, 0.0, 0.0], [0.0, 0.0, 0.0], [0.0, 0.0, 0.0], [0.0, 0.0, 0.0], [0.0, 0.0, 0.0], [0.0, 0.0, 0.0], [0.0, 0.0, 0.0], [0.0, 0.0, 0.0], [0.0, 0.0, 0.0], [0.0, 0.0, 0.0], [0.0, 0.0, 0.0], [0.0, 0.0, 0.0], [0.0, 0.0, 0.0], [0.0, 0.0, 0.0]], "orbital_gap_ev": 7.8, "total_charge": 3, "lumo_energy_ev": -11.5, "spin_multiplicity": 1, "molar_mass_g_mol": 582.03, "e_above_lowest_kcal_mol": 74.2}

=====

Record 3
{"formula": "C39H73N4O19PSi", "method": "the ωB97M-V functional and the def2-TZVPD basis", "species": ["P", "Si", "O", "O", "O", "O", "O", "O", "O", "O", "O", "O", "O", "O", "O", "O", "O", "O", "O", "O", "O", "N", "N", "N", "N", "C", "C", "C", "C", "C", "C", "C", "C", "C", "C", "C", "C", "C", "C", "C", "C", "C", "C", "C", "C", "C", "C", "C", "C", "C", "C", "C", "C", "C", "C", "C", "C", "C", "C", "C", "C", "C", "C", "C", "H", "H", "H", "H", "H", "H", "H", "H", "H", "H", "H", "H", "H", "H", "H", "H", "H", "H", "H", "H", "H", "H", "H", "H", "H", "H", "H", "H", "H", "H", "H", "H", "H", "H", "H", "H", "H", "H", "H", "H", "H", "H", "H", "H", "H", "H", "H", "H", "H", "H", "H", "H", "H", "H", "H", "H", "H", "H", "H", "H", "H", "H", "H", "H", "H", "H", "H", "H", "H", "H", "H", "H", "H"], "positions_angstrom": [[-0.209, 2.302, -3.458], [-1.894, -1.399, -3.936], [3.542, -4.520, 0.585], [-4.373, -1.760, 3.614], [-5.937, -0.349, 2.770], [5.563, -5.006, 1.202], [-5.888, -0.682, 4.911], [11.326, -0.550, 1.422], [13.349, -1.028, 2.036], [-11.725, 2.540, 1.270], [-5.349, 0.154, -1.792], [-4.181, 6.114, -2.273], [-11.458, 1.419, 3.222], [-4.453, 7.816, -3.590], [6.839, 1.495, 2.125], [-5.669, 7.721, -1.680], [8.319, 1.307, 3.701], [6.633, -0.209, 3.607], [-9.715, 2.041, 1.910], [3.838, -5.634, 2.536], [11.628, -1.665, 3.372], [-0.803, 2.397, -4.933], [1.304, 0.955, -0.415], [-0.412, -2.123, -0.621], [-5.528, 0.814, -3.999], [8.765, 0.675, 4.903], [-3.466, -2.278, -3.230], [-8.798, 1.427, 2.828], [-5.826, 4.641, -1.247], [3.765, -0.413, -3.458], [-8.782, -0.079, 2.667], [-5.941, -1.944, 0.928], [3.816, -0.728, -1.941], [12.059, -1.129, 2.382], [-3.347, 1.318, -2.678], [9.918, -0.676, 1.618], [-13.136, 2.429, 1.447], [-0.742, -1.353, -1.408], [14.280, -1.631, 2.944], [6.491, -5.612, 2.112], [5.638, 1.069, 1.464], [-2.356, 0.541, -1.726], [2.575, 0.582, -3.869], [0.096, 0.556, -2.829], [6.511, -7.119, 1.954], [0.852, 0.733, -1.447], [-5.298, -1.001, 3.749], [-0.716, -2.860, -4.402], [-5.368, -1.389, 6.037], [2.132, -4.637, 0.779], [3.908, -1.098, -0.792], [-5.161, 9.007, -3.933], [4.271, -5.101, 1.547], [-2.252, -0.470, -5.554], [1.132, -0.134, -3.811], [-1.216, -0.307, -2.494], [-4.846, 7.266, -2.432], [-4.507, 5.371, -1.092], [14.306, -3.138, 2.784], [7.207, 0.760, 3.181], [-4.816, 0.713, -2.724], [-11.009, 1.952, 2.240], [4.406, 1.484, 2.243], [-5.456, -0.602, 1.440], [-0.067, -3.134, -3.514], [-1.346, 0.034, -6.000], [15.082, -3.578, 3.412], [14.495, -3.410, 1.743], [13.349, -3.582, 3.060], [-13.442, 2.787, 2.431], [7.474, -5.208, 1.866], [-3.143, 0.230, -5.503], [-4.507, 6.023, -0.215], [8.887, -0.400, 4.765], [-8.021, -0.523, 3.300], [-5.818, 4.021, -2.148], [3.774, -1.344, -4.083], [6.700, -7.393, 0.913], [-4.285, -1.283, 6.107], [-2.555, -1.265, -6.313], [4.716, 0.159, -3.703], [15.262, -1.222, 2.697], [-5.856, 0.192, 0.808], [9.732, 1.103, 5.164], [-3.704, 4.644, -0.952], [3.499, 1.237, 1.688], [-2.935, 1.528, -3.713], [-3.483, 2.354, -2.220], [-5.528, -2.765, 1.516], [-3.773, -1.824, -2.236], [9.615, -1.715, 1.477], [5.551, -7.559, 2.229], [1.824, -5.675, 0.638], [-7.810, 1.826, 2.594], [-5.647, -2.442, 5.974], [-5.126, 9.736, -3.124], [5.630, 1.555, 0.488], [-1.697, 2.898, -4.862], [-13.448, 1.393, 1.302], [0.783, -0.161, -4.890], [-6.657, 5.340, -1.351], [-8.583, -0.351, 1.627], [-13.616, 3.046, 0.689], [14.058, -1.338, 3.973], [4.362, 0.985, 3.212], [9.418, -0.065, 0.866], [-4.327, -2.246, -3.957], [2.794, 0.838, -4.955], [9.621, -0.320, 2.602], [-1.054, 2.961, -2.511], [-4.679, 9.438, -4.810], [-5.081, 1.523, -4.590], [4.247, -1.547, 0.172], [-9.747, -0.517, 2.930], [-2.870, -0.151, -1.010], [6.269, -5.316, 3.140], [-6.194, 8.764, -4.188], [-1.301, -3.736, -4.793], [1.643, -4.022, 0.025], [8.063, 0.881, 5.713], [1.046, 3.006, -3.467], [-0.085, -2.470, -5.255], [4.422, 2.559, 2.439], [-9.030, 1.720, 3.855], [1.315, -1.178, -3.410], [-5.817, -0.963, 6.933], [5.660, -0.009, 1.287], [-5.525, -0.091, -4.479], [-1.812, 1.317, -1.106], [7.285, -7.562, 2.583], [-5.649, -2.086, -0.113], [-6.020, 4.005, -0.382], [-7.029, -2.013, 1.005], [-4.367, -0.526, 1.404], [-3.222, -3.359, -2.991], [2.615, 1.556, -3.314], [1.834, -4.278, 1.764]], "atomic_forces_ev_per_a": [[-0.7, 0.7, -1.5], [-0.7, -1.6, -0.7], [0.3, 0.0, 0.3], [-0.1, 0.2, 0.1], [0.7, 0.1, 0.3], [-0.2, 0.2, 0.0], [0.1, 0.1, -0.3], [0.2, 0.0, 0.2], [-0.2, 0.2, 0.1], [0.2, 0.0, 0.2], [0.9, 0.5, -0.6], [0.1, 0.2, -0.1], [0.0, 0.2, -0.2], [0.0, -0.1, 0.3], [0.4, -0.2, 0.1], [0.2, -0.1, -0.1], [-0.3, -0.1, -0.2], [0.2, 0.1, -0.1], [-0.3, 0.3, 0.0], [0.1, 0.2, -0.2], [0.1, 0.2, -0.1], [-0.2, 0.0, 1.1], [0.0, 0.1, -0.1], [-0.1, 0.0, -0.1], [1.4, 0.4, 0.9], [0.2, -0.1, 0.4], [0.0, 0.0, 0.7], [0.4, -0.4, 0.3], [-0.2, 0.1, -0.2], [0.2, 1.4, 1.3], [-0.6, -0.2, 0.0], [0.0, -0.3, 0.2], [-0.1, -0.4, -1.4], [0.1, -0.1, -0.2], [-0.7, 0.9, 0.6], [-0.5, -0.1, -0.1], [-0.4, 0.0, 0.0], [-0.7, 1.3, -1.8], [0.4, -0.3, 0.3], [0.4, -0.3, 0.3], [-0.6, 0.0, -0.2], [0.8, 0.3, -0.3], [0.2, -0.8, -0.8], [1.7, 0.0, 1.8], [-0.3, -0.2, -0.1], [-1.3, 0.4, -2.0], [-0.1, -0.1, -0.2], [0.4, 0.8, -0.1], [0.1, -0.1, 0.4], [-0.5, 0.1, -0.1], [0.9, -0.5, 0.2], [-0.1, 0.4, -0.2], [0.1, -0.1, -0.2], [-0.5, -0.2, -0.9], [1.0, 0.0, 0.0], [0.6, -0.5, 1.9], [-0.1, -0.1, -0.1], [-0.3, -0.3, 0.4], [-0.2, -0.2, -0.1], [-0.2, 0.3, 0.0], [-0.1, -0.5, -0.9], [0.2, -0.2, -0.1], [0.0, 0.0, 0.3], [0.0, -0.2, -0.6], [-0.7, 0.0, -1.2], [-1.1, -0.2, 0.7], [0.0, 0.1, 0.0], [0.1, 0.1, 0.1], [0.1, 0.1, 0.1], [0.1, -0.2, 0.0], [-0.2, 0.2, -0.2], [1.3, -0.6, -0.1], [-0.1, 0.1, -0.2], [-0.1, 0.1, 0.0], [-0.2, 0.1, 0.0], [0.1, -0.1, 0.1], [-0.2, 0.8, 0.8], [0.1, 0.1, 0.1], [-0.1, -0.1, -0.1], [0.3, 0.7, 1.0], [-1.0, -0.8, 0.3], [-0.2, 0.2, -0.2], [-0.1, 0.0, 0.3], [-0.1, 0.1, -0.2], [0.1, 0.2, -0.2], [0.1, 0.0, 0.0], [-0.5, -0.6, 1.2], [0.0, -1.1, -0.5], [0.1, 0.1, 0.0], [0.1, -0.5, -1.3], [0.0, 0.0, 0.2], [0.1, 0.1, 0.1], [0.0, 0.0, 0.2], [-0.2, 0.1, -0.2], [0.2, 0.0, 0.0], [-0.1, -0.2, 0.0], [0.3, 0.0, 0.1], [0.4, -0.3, -0.4], [0.0, 0.0, 0.2], [-0.1, -0.1, 1.5], [0.1, 0.0, 0.1], [0.1, 0.1, 0.1], [0.3, 0.0, 0.0], [-0.2, 0.0, -0.1], [0.0, -0.1, -0.1], [0.3, 0.0, 0.0], [0.8, -0.1, 0.8], [-0.4, -0.2, 1.3], [0.2, -0.2, -0.1], [0.7, -0.3, 0.1], [0.1, -0.3, 0.1], [-0.2, -0.6, 0.1], [-0.9, 0.8, -1.3], [0.0, 0.1, 0.0], [0.2, 0.8, -0.8], [-0.2, 0.0, -0.1], [0.0, 0.1, 0.2], [0.5, 0.8, 0.6], [0.2, 0.0, 0.0], [0.0, -0.2, -0.1], [-0.4, -0.8, 0.8], [-0.3, -0.6, 0.9], [0.0, 0.0, -0.2], [-0.2, 0.0, -0.1], [-0.4, 1.1, -0.6], [-0.1, 0.1, -0.2], [0.1, 0.1, 0.2], [-0.3, 0.4, 0.3], [-0.6, -1.0, -0.5], [0.0, 0.1, 0.0], [0.0, 0.1, 0.0], [0.0, 0.0, 0.0], [0.1, 0.1, -0.1], [-0.1, -0.1, 0.2], [-0.2, 1.2, -0.4], [0.1, -1.1, -0.2], [0.1, -0.1, 0.0]], "orbital_gap_ev": 9.6, "lumo_energy_ev": 0.1, "smiles": "C#CCCC[C@@](C#N)([PH2]=N)[C@@](C#N)(CCC(N)=O)[Si](C)(C)C.CCOC(=O)OC.CCOC(=O)OC.CCOC(=O)OC.CCOC(=O)OC.CCOC(=O)OC.CCOC(=O)OC", "spin_multiplicity": 1, "molar_mass_g_mol": 961.08}

=====

Record 4
{"formula": "C3H4OS2", "method": "the ωB97M-V functional and the def2-TZVPD basis", "species": ["S", "S", "O", "C", "C", "C", "H", "H", "H", "H"], "positions_angstrom": [[-0.879, 1.711, 0.028], [1.620, -1.710, -0.993], [-0.853, -0.338, 1.660], [0.500, 0.716, -0.342], [-1.476, 0.425, 1.007], [0.329, -0.596, -0.515], [2.373, -0.732, -0.974], [1.489, 1.075, -0.613], [-2.503, 0.493, 1.271], [-0.599, -1.045, -0.528]], "atomic_forces_ev_per_a": [[0.4, 0.2, -0.9], [-2.5, -2.0, 0.3], [1.0, -1.7, 0.8], [1.3, -1.0, -1.5], [-1.6, 1.3, 2.4], [2.0, 0.6, -1.3], [2.9, 2.4, -0.1], [-0.2, 0.7, 0.5], [-1.7, 0.4, -0.4], [-1.6, -1.0, 0.2]], "orbital_gap_ev": 8.7, "lumo_energy_ev": 0.4, "smiles": "O=CS/C=C/S", "spin_multiplicity": 1, "molar_mass_g_mol": 120.20, "e_above_lowest_kcal_mol": 58.7}

=====

Record 5
{"formula": "C5H8InO3", "method": "the ωB97M-V functional and the def2-TZVPD basis", "species": ["In", "O", "O", "O", "C", "C", "C", "C", "C", "H", "H", "H", "H", "H", "H", "H", "H"], "positions_angstrom": [[-1.454, 0.184, -0.824], [-0.642, 0.532, 0.958], [-2.210, -0.859, -2.074], [0.525, -0.302, -1.244], [0.288, -1.804, -3.115], [-1.232, 1.268, 2.032], [0.785, 0.573, 0.942], [0.867, -1.089, -2.285], [1.266, -0.490, -0.010], [-2.319, 1.223, 1.908], [2.335, -0.375, -0.224], [1.063, -1.498, 0.373], [1.177, 0.359, 1.947], [1.112, 1.576, 0.631], [-0.896, 2.313, 2.000], [-0.946, 0.810, 2.988], [0.280, -2.421, -4.002]], "atomic_forces_ev_per_a": [[-2.2, 0.3, -0.6], [0.5, 0.2, 1.1], [-1.3, -0.6, -1.2], [2.6, 0.2, 0.4], [2.2, 0.7, 0.4], [-0.6, 0.7, 0.9], [1.3, 0.2, 0.1], [-2.3, -1.3, -1.0], [0.6, -0.2, 0.0], [0.3, 0.0, 0.1], [-0.2, 0.0, 0.2], [0.0, 0.2, -0.2], [-0.2, 0.1, -0.2], [-0.1, -0.2, 0.1], [-0.1, -0.3, 0.0], [-0.1, 0.1, -0.3], [-0.4, 0.2, 0.3]], "orbital_gap_ev": 8.0, "total_charge": 1, "lumo_energy_ev": -5.3, "spin_multiplicity": 1, "molar_mass_g_mol": 230.93, "e_above_lowest_kcal_mol": 35.5}

=====

Record 6
{"formula": "C4H7NO2", "method": "the ωB97M-V functional and the def2-TZVPD basis", "species": ["O", "O", "N", "C", "C", "C", "C", "H", "H", "H", "H", "H", "H", "H"], "positions_angstrom": [[-1.477, -1.615, -0.026], [-0.247, -1.964, 0.367], [-0.414, 0.983, -0.221], [-0.749, 2.113, -1.039], [0.955, -0.941, 0.324], [0.559, 0.231, -0.408], [0.326, -1.524, 1.579], [-0.720, 1.643, -2.106], [1.162, 0.401, -1.255], [0.895, -2.294, 2.234], [-0.038, 2.908, -0.813], [1.913, -1.487, -0.012], [-1.821, 2.449, -0.734], [-0.346, -0.901, 2.110]], "atomic_forces_ev_per_a": [[-1.0, 0.0, 0.6], [-3.7, -5.2, -1.2], [-3.4, 0.8, 2.4], [-1.3, -1.4, -0.4], [5.5, 2.7, 0.2], [2.7, -1.9, 0.0], [1.7, 0.4, 0.6], [-0.1, 1.7, 1.3], [1.3, 0.1, -1.2], [-1.2, 1.1, -1.5], [0.0, 0.3, -0.6], [-1.8, 1.1, 0.4], [1.9, -0.5, -0.9], [-0.5, 0.6, 0.5]], "orbital_gap_ev": [6.6, 6.3], "s_squared": 2.019, "lumo_energy_ev": [0.9, -2.1], "spin_multiplicity": 3, "molar_mass_g_mol": 101.10, "e_above_lowest_kcal_mol": 127.8}

=====

> What is the formula in the third record?

C39H73N4O19PSi

=====

> What is the formula in the fourth record?

C3H4OS2